Entry 1:
Density functional theory data (ωB97M-V/def2-TZVPD) for a single C6H12N2 molecule in a non-equilibrium geometry.

HOMO-LUMO gap ... 8.8 eV
SMILES ... C[C@@H]1[C@H]2NCC[C@]12N
LUMO energy ... 1.06 eV
F_max ... 6.4 eV/A

Each line ends with the Löwdin charge.
CARTESIAN COORDINATES (ANGSTROEM)
C: -2.58 -0.20 0.22  -0.153
C: -1.33 -0.04 -0.54  -0.275
C: -0.10 -1.14 -0.25  -0.132
N: 1.32 -0.97 -0.72  -0.227
C: 2.17 -0.34 0.35  -0.158
C: 0.97 0.66 1.09  -0.120
C: -0.08 0.53 -0.05  -0.488
N: 0.69 1.47 -0.82  -0.018
H: -3.68 -0.62 -0.20  0.123
H: -3.08 0.87 0.62  0.122
H: -2.46 -0.65 1.28  0.084
H: -1.64 0.11 -1.74  0.190
H: -0.36 -1.73 0.71  0.126
H: 1.88 -1.91 -1.33  0.209
H: 2.36 -1.39 0.93  0.132
H: 3.01 0.17 -0.29  0.119
H: 0.57 0.33 2.15  0.108
H: 1.17 1.73 1.34  0.084
H: 1.41 1.05 -1.52  0.111
H: -0.22 2.07 -1.22  0.166

Entry 2:
Density functional theory data (ωB97M-V/def2-TZVPD) for a molecular structure, C12H37MgO7S6 in a non-equilibrium geometry.

2S+1 ... 2
HOMO-LUMO gap (spin up / spin down) ... 2.9 / 8.6 eV
LUMO energy (spin up / spin down) ... -0.01 / -0.03 eV
F_max ... 3.2 eV/A

Each line ends with the Löwdin charge.
CARTESIAN COORDINATES (ANGSTROEM)
Mg: 1.46 1.82 0.02  0.367
O: 0.50 0.23 0.19  -0.396
H: -0.41 0.01 0.49  -0.077
C: -1.05 0.45 3.26  -0.271
S: -2.51 1.10 4.12  0.825
O: -3.55 -0.06 4.29  -0.581
C: -1.90 1.71 5.78  -0.230
H: -0.02 0.73 3.44  0.062
H: -1.30 0.45 2.19  0.000
H: -0.97 -0.58 3.62  0.054
H: -2.35 2.65 6.09  0.039
H: -0.82 1.82 5.86  0.046
H: -2.32 0.95 6.44  0.041
C: 5.37 -0.32 -0.07  -0.209
S: 3.85 0.12 -0.99  0.883
O: 3.17 1.07 -0.07  -0.583
C: 4.51 1.21 -2.30  -0.205
H: 5.89 -1.07 -0.67  0.049
H: 4.95 -0.78 0.82  0.058
H: 6.02 0.54 0.13  0.067
H: 3.73 1.19 -3.06  0.037
H: 5.37 0.68 -2.72  0.054
H: 4.76 2.17 -1.84  0.076
C: -2.10 -2.23 0.77  -0.252
S: -2.75 -3.89 0.18  0.817
O: -2.49 -4.89 1.29  -0.557
C: -4.51 -3.51 0.11  -0.279
H: -1.05 -2.27 1.05  0.040
H: -2.62 -1.99 1.70  0.047
H: -2.13 -1.41 0.06  0.040
H: -4.67 -2.51 -0.29  0.045
H: -5.01 -3.41 1.07  0.060
H: -5.08 -4.20 -0.51  0.047
C: 0.31 -0.41 -3.28  -0.232
S: 0.47 1.39 -3.05  0.904
O: 1.38 1.73 -1.90  -0.597
C: -1.19 1.86 -2.62  -0.243
H: 1.29 -0.89 -3.26  0.028
H: -0.22 -0.64 -4.20  0.070
H: -0.27 -0.70 -2.40  0.029
H: -1.77 1.31 -3.36  0.059
H: -1.34 2.94 -2.63  0.063
H: -1.34 1.42 -1.63  0.041
C: 3.66 -3.40 -1.60  -0.236
S: 2.12 -3.53 -2.64  0.823
O: 1.74 -4.99 -2.94  -0.567
C: 0.80 -3.00 -1.47  -0.279
H: 4.28 -3.21 -2.48  0.035
H: 3.84 -4.36 -1.11  0.057
H: 3.29 -2.74 -0.81  0.018
H: -0.21 -3.10 -1.87  0.047
H: 0.79 -1.97 -1.10  0.010
H: 0.85 -3.63 -0.59  0.061
C: -2.60 3.01 0.78  -0.291
S: -0.95 3.73 1.13  0.779
O: -0.08 2.90 0.16  -0.666
C: -1.37 5.30 0.29  -0.274
H: -2.96 3.02 -0.25  0.043
H: -3.42 3.48 1.33  0.052
H: -2.66 1.95 1.01  0.027
H: -1.48 4.98 -0.75  0.034
H: -0.61 6.08 0.26  0.048
H: -2.36 5.68 0.56  0.047

Entry 3:
Density functional theory data (ωB97M-V/def2-TZVPD) for a single C10H13O2P molecule in a non-equilibrium geometry.

HOMO-LUMO gap ... 9.2 eV
SMILES ... O=CCCCP(O)c1ccccc1
LUMO energy ... 0.90 eV
F_max ... 3.4 eV/A

Each line ends with the Löwdin charge.
CARTESIAN COORDINATES (ANGSTROEM)
O: -3.26 -1.79 -0.46  -0.031
C: -3.32 -0.73 -1.10  -0.255
C: -3.13 0.63 -0.45  -0.177
C: -2.30 0.47 0.85  -0.218
C: -0.77 0.46 0.55  -0.315
P: -0.16 -0.95 -0.55  0.936
O: -0.35 -2.27 0.41  -0.327
C: 1.68 -0.49 -0.32  -0.366
C: 2.23 0.33 -1.26  -0.135
C: 3.58 0.58 -1.21  -0.087
C: 4.38 -0.11 -0.31  -0.078
C: 3.81 -0.99 0.60  -0.076
C: 2.49 -1.24 0.46  -0.120
H: -3.66 -0.83 -2.18  0.134
H: -4.05 0.98 -0.10  0.090
H: -2.89 1.36 -1.25  0.123
H: -2.54 1.20 1.53  0.074
H: -2.73 -0.48 1.19  0.107
H: -0.23 1.36 0.19  0.088
H: -0.25 0.16 1.48  0.078
H: -0.99 -2.92 -0.01  0.075
H: 1.63 0.75 -2.10  0.114
H: 4.13 1.25 -1.86  0.102
H: 5.39 0.07 -0.40  0.072
H: 4.51 -1.53 1.22  0.110
H: 2.04 -1.95 1.08  0.083

Entry 4:
Density functional theory data (ωB97M-V/def2-TZVPD) for 4 unconnected molecules or ions with the total composition C37H80FN5O14P3 in a non-equilibrium geometry.

HOMO-LUMO gap ... 5.9 eV
LUMO energy ... -3.39 eV
Charge ... +1
F_max ... 6.4 eV/A

Each line ends with the Löwdin charge.
CARTESIAN COORDINATES (ANGSTROEM)
C: -0.48 1.78 5.99  -0.101
O: -0.22 0.31 5.88  -0.227
C: -1.19 -0.30 4.92  -0.144
N: -0.46 -0.64 3.66  -0.013
C: 0.73 0.19 3.24  -0.045
C: 0.90 -0.36 1.70  -0.363
C: -0.19 0.16 0.55  -0.093
C: -0.97 1.54 0.95  -0.198
C: -2.33 1.71 -0.01  -0.193
C: -3.62 1.00 0.77  -0.215
C: -5.07 1.37 0.10  -0.210
C: -6.09 2.18 1.12  -0.207
C: -6.32 1.45 2.56  -0.217
C: -7.11 2.37 3.68  -0.209
C: -6.52 3.93 3.78  -0.205
C: -4.95 3.97 4.33  -0.208
C: -3.93 4.78 3.32  -0.172
C: -2.39 4.43 3.82  -0.174
N: -1.70 5.58 4.54  -0.155
C: -2.33 6.71 5.37  -0.066
C: -1.28 7.80 6.00  -0.071
C: 0.18 7.26 5.47  -0.075
C: -0.21 5.89 4.59  -0.089
O: 2.18 -0.14 1.01  -0.123
C: 3.06 0.79 1.73  -0.162
C: 4.44 1.18 0.87  -0.265
C: 5.76 0.68 1.74  -0.117
C: 4.51 2.84 0.66  -0.352
C: 3.37 3.16 -0.51  -0.087
C: 6.00 3.38 0.25  -0.117
N: 0.45 -1.83 1.85  0.113
C: -0.14 -2.03 3.26  -0.049
N: -0.20 -3.27 3.81  -0.024
F: -0.68 -3.40 5.07  0.073
C: 0.25 -4.57 3.11  -0.112
N: -0.79 -5.68 3.35  0.011
H: -1.41 1.94 6.70  0.121
H: -0.62 2.29 4.94  0.069
H: 0.45 2.34 6.49  0.126
H: -1.95 0.59 4.66  0.143
H: -1.85 -1.15 5.39  0.157
H: 0.65 1.35 3.39  0.148
H: 1.62 -0.32 3.85  0.160
H: -1.03 -0.68 0.44  0.119
H: 0.33 0.20 -0.51  0.146
H: -1.36 1.60 2.05  0.083
H: -0.22 2.43 0.68  0.123
H: -2.18 1.29 -1.09  0.124
H: -2.61 2.87 -0.06  0.117
H: -3.45 -0.18 0.66  0.113
H: -3.54 1.35 1.88  0.086
H: -4.91 2.07 -0.85  0.117
H: -5.61 0.40 -0.34  0.118
H: -5.68 3.28 1.19  0.086
H: -7.16 2.28 0.58  0.129
H: -7.00 0.49 2.40  0.123
H: -5.34 1.06 3.08  0.083
H: -8.28 2.35 3.58  0.111
H: -6.86 1.88 4.74  0.113
H: -6.64 4.50 2.76  0.104
H: -7.16 4.51 4.58  0.113
H: -4.60 2.87 4.54  0.094
H: -4.93 4.55 5.36  0.115
H: -4.09 4.52 2.17  0.106
H: -4.17 5.93 3.42  0.116
H: -2.47 3.46 4.51  0.099
H: -1.78 4.18 2.85  0.120
H: -3.51 6.68 5.45  0.096
H: -1.54 8.73 6.67  0.085
H: 1.25 7.73 5.65  0.083
H: 0.67 5.30 4.06  0.087
H: 2.56 1.85 1.96  0.140
H: 3.47 0.33 2.75  0.131
H: 4.38 0.62 -0.17  0.153
H: 5.73 -0.50 1.93  0.088
H: 6.79 0.87 1.17  0.080
H: 5.84 1.18 2.80  0.093
H: 4.19 3.43 1.63  0.133
H: 2.67 4.05 -0.17  0.088
H: 2.69 2.20 -0.68  0.083
H: 3.97 3.42 -1.49  0.069
H: 6.68 2.57 -0.25  0.080
H: 6.51 3.88 1.20  0.094
H: 5.87 4.26 -0.55  0.087
H: 1.40 -2.25 2.03  0.143
H: 1.28 -4.86 3.59  0.162
H: 0.30 -4.46 1.94  0.160
H: -1.75 -5.29 3.20  0.101
H: -0.75 -5.98 4.35  0.086
C: -1.79 -11.94 0.55  -0.111
O: -1.93 -10.63 1.08  -0.235
P: -2.67 -10.51 2.51  0.441
O: -3.42 -11.73 2.94  -0.236
O: -3.58 -9.19 2.32  -0.231
C: -4.65 -9.29 1.41  -0.110
O: -1.50 -10.04 3.51  -0.201
C: -0.78 -8.87 3.20  -0.133
H: -2.76 -12.30 0.21  0.093
H: -1.11 -11.90 -0.30  0.091
H: -1.38 -12.62 1.30  0.093
H: -5.23 -10.20 1.59  0.092
H: -4.27 -9.30 0.39  0.090
H: -5.31 -8.42 1.54  0.090
H: -1.45 -8.01 3.11  0.051
H: -0.22 -9.00 2.27  0.091
H: -0.08 -8.67 4.01  0.089
C: 1.81 0.06 -5.54  -0.108
O: 2.48 1.26 -5.89  -0.237
P: 1.94 2.62 -5.21  0.440
O: 0.59 2.51 -4.57  -0.250
O: 2.02 3.68 -6.42  -0.226
C: 1.13 3.48 -7.49  -0.106
O: 3.13 3.05 -4.22  -0.220
C: 4.43 3.23 -4.76  -0.111
H: 0.82 0.05 -6.02  0.095
H: 2.39 -0.79 -5.91  0.073
H: 1.71 -0.02 -4.46  0.084
H: 0.11 3.32 -7.12  0.090
H: 1.45 2.63 -8.09  0.086
H: 1.13 4.38 -8.12  0.094
H: 4.41 3.98 -5.56  0.089
H: 4.81 2.28 -5.14  0.088
H: 5.09 3.58 -3.97  0.084
C: 5.06 0.86 -8.78  -0.109
O: 4.77 -0.10 -9.77  -0.227
P: 3.95 -1.41 -9.29  0.448
O: 3.91 -1.62 -7.81  -0.244
O: 4.67 -2.60 -10.11  -0.222
C: 6.00 -2.90 -9.75  -0.108
O: 2.52 -1.25 -10.00  -0.206
C: 2.47 -1.11 -11.40  -0.112
H: 5.84 0.47 -8.12  0.093
H: 5.43 1.77 -9.27  0.093
H: 4.17 1.11 -8.20  0.076
H: 6.09 -3.00 -8.67  0.088
H: 6.66 -2.11 -10.11  0.090
H: 6.28 -3.85 -10.22  0.094
H: 2.95 -1.95 -11.90  0.089
H: 2.95 -0.17 -11.70  0.089
H: 1.42 -1.07 -11.71  0.094